# 1
This record from OMol25 describes a cluster of 2 separate species, CHFO2 in total in a non-equilibrium geometry. The level of theory is ωB97M-V with the def2-TZVPD basis set.

Structure (XYZ):
```
5
Properties=species:S:1:pos:R:3:forces:R:3
C 0.235 -0.061 -0.284 -2.501 -1.560 1.276
O 0.954 -0.801 -1.030 2.105 -0.716 -3.844
O 0.730 -1.182 0.344 -0.574 -0.205 1.965
F 0.528 1.100 0.106 0.957 2.514 0.628
H -2.446 0.945 0.863 0.014 -0.034 -0.025
```
Forces are in eV/Å.

Values from the calculation:
total charge: 0
relative energy (zero: lowest compared OMol25 entry of this formula, charge and spin): 222.49 kcal per mole
frontier orbital gap (spin up / spin down): 10.481 / 10.424 eV


# 2
This record from OMol25 describes the ion C8H16N with charge +1 in a non-equilibrium geometry. The level of theory is ωB97M-V with the def2-TZVPD basis set.

Structure (XYZ):
```
25
Properties=species:S:1:pos:R:3:forces:R:3
C 2.183 -0.917 -1.130 -1.069 0.396 1.261
N 1.745 -0.224 -0.169 1.532 -0.737 -1.156
C 1.709 0.082 1.203 0.805 3.871 -0.176
C 0.691 0.637 0.227 -2.078 -0.513 -0.007
C 0.796 2.117 -0.159 1.201 0.295 1.412
C -0.708 -0.202 0.121 0.304 0.678 1.738
C -0.468 -1.712 0.553 -1.625 1.545 0.041
C -1.121 -0.232 -1.331 4.238 -3.180 1.046
C -1.791 0.424 1.125 0.740 -3.104 -0.476
H 1.646 -0.895 -2.012 -0.773 0.769 -1.940
H 2.855 -1.708 -1.113 1.782 -0.962 0.946
H 2.397 0.862 1.580 0.020 -0.694 -0.616
H 1.441 -0.561 1.940 -0.609 -2.440 1.528
H 0.640 2.312 -1.232 -0.133 -0.054 0.583
H 1.854 2.479 0.160 -1.703 -0.522 -0.822
H 0.100 2.684 0.517 0.406 -0.438 -0.963
H 0.052 -2.064 -0.311 0.510 -1.356 0.059
H -1.458 -2.226 0.681 0.913 0.491 -0.593
H -0.001 -1.828 1.528 0.374 -0.110 -0.245
H -1.933 -0.883 -1.373 -1.217 -1.366 -0.694
H -1.406 0.664 -1.642 -1.031 3.976 -1.703
H -0.154 -0.626 -1.919 -2.776 0.769 0.714
H -2.444 1.197 0.725 0.009 -0.222 -0.054
H -1.207 0.790 1.952 -0.163 0.334 0.625
H -2.326 -0.563 1.482 0.342 2.574 -0.511
```
Forces are in eV/Å.

Values from the calculation:
total charge: +1
relative energy (zero: lowest compared OMol25 entry of this formula, charge and spin): 84.09 kcal per mole
SMILES: C=[N+]1C[C@]1(C)C(C)(C)C
frontier orbital gap: 10.282 eV


# 3
This record from OMol25 describes the molecule C4H9NO. The level of theory is ωB97M-V with the def2-TZVPD basis set.

Structure (XYZ):
```
15
Properties=species:S:1:pos:R:3:forces:R:3
C 1.735 -0.201 0.336 0.075 0.034 0.140
C 0.651 -0.026 -0.742 -0.030 0.069 -0.102
C -0.709 0.085 -0.108 -0.165 0.171 0.081
C -1.407 -1.168 0.340 -0.049 -0.058 0.047
N -1.310 1.187 0.131 0.093 -0.607 -0.009
O -0.584 2.292 -0.312 -0.014 0.379 -0.001
H 1.485 0.391 1.223 0.077 -0.044 -0.139
H 1.843 -1.243 0.652 -0.074 0.137 -0.046
H 2.708 0.143 -0.023 -0.109 -0.106 -0.013
H 0.848 0.874 -1.325 -0.019 -0.116 0.070
H 0.659 -0.878 -1.434 -0.009 0.094 0.118
H -2.159 -0.943 1.098 0.075 -0.005 -0.129
H -1.904 -1.657 -0.506 0.102 0.058 0.059
H -0.688 -1.883 0.753 -0.074 0.111 -0.036
H -1.168 3.026 -0.084 0.120 -0.117 -0.042
```
Forces are in eV/Å.

Values from the calculation:
total charge: 0
relative energy (zero: lowest compared OMol25 entry of this formula, charge and spin): 51.45 kcal per mole
SMILES: CC/C(C)=N\O
frontier orbital gap: 10.482 eV


# 4
This record from OMol25 describes a cluster of 2 separate species, C8H12O6 in total in a non-equilibrium geometry. The level of theory is ωB97M-V with the def2-TZVPD basis set.

Structure (XYZ):
```
26
Properties=species:S:1:pos:R:3:forces:R:3
C 1.820 0.087 2.168 0.141 0.871 0.627
C 0.311 0.105 2.141 0.041 -1.333 -0.262
C -0.332 -1.134 1.421 0.581 1.187 0.724
O -1.209 -1.677 2.399 -0.559 -0.436 -0.382
C -1.159 -0.980 3.545 0.930 0.430 0.222
O -1.843 -1.141 4.499 -0.255 -0.248 -0.027
O -0.140 -0.087 3.488 -0.561 0.452 0.039
H 2.248 0.621 1.321 0.029 -0.430 -0.238
H 2.229 -0.906 2.347 -0.060 -0.118 -0.420
H 2.131 0.663 3.046 -0.071 0.091 -0.076
H -0.092 1.020 1.710 0.071 0.194 0.353
H 0.465 -1.836 1.184 -0.299 -0.289 -0.271
H -0.915 -0.801 0.571 0.058 -0.341 -0.216
C -0.618 -1.105 -2.315 -0.304 -0.874 -0.882
C 0.086 0.169 -2.717 -0.968 -0.249 2.307
C -0.857 1.398 -2.905 1.691 -0.701 -1.615
O -0.430 2.319 -1.931 -0.398 0.576 0.226
C 0.535 1.814 -1.150 0.288 -0.710 -0.217
O 1.037 2.363 -0.225 -0.043 0.242 0.141
O 0.867 0.564 -1.554 0.008 0.412 -0.344
H 0.076 -1.849 -1.923 0.177 0.076 -0.190
H -1.085 -1.524 -3.215 0.072 -0.133 0.091
H -1.421 -1.043 -1.582 0.078 0.665 0.043
H 0.776 -0.006 -3.536 -0.035 0.164 -0.124
H -1.929 1.238 -2.884 -0.017 -0.230 0.353
H -0.552 1.728 -3.904 -0.595 0.732 0.138
```
Forces are in eV/Å.

Values from the calculation:
total charge: 0
relative energy (zero: lowest compared OMol25 entry of this formula, charge and spin): 10.33 kcal per mole
SMILES: C[C@H]1COC(=O)O1.C[C@H]1COC(=O)O1
frontier orbital gap: 11.137 eV